Run one
{"formula": "CH9N2O2", "method": "wB97M-V/def2-TZVPD", "species": ["O", "O", "N", "N", "C", "H", "H", "H", "H", "H", "H", "H", "H", "H"], "xyz": [[-0.196, 1.050, 3.339], [2.196, 0.412, -2.125], [-1.725, 0.388, 0.042], [-0.171, -1.019, -1.234], [-1.168, -0.802, -0.322], [-0.441, 0.188, 3.681], [0.542, -0.334, -1.477], [3.130, 0.406, -1.901], [0.549, 1.387, 3.842], [2.204, 0.306, -3.085], [0.116, -1.973, -1.372], [-1.636, 1.181, -0.568], [-1.496, -1.755, 0.166], [-1.903, 0.566, 1.014]], "mulliken_spin": [0.00, 0.01, 0.12, 0.13, 0.73, 0.00, -0.01, -0.01, 0.00, 0.00, -0.01, -0.01, 0.02, 0.01], "multiplicity": 2, "s2": 0.753}

=====

Run two
{"formula": "CH9N2O2", "method": "wB97M-V/def2-TZVPD", "species": ["O", "O", "N", "N", "C", "H", "H", "H", "H", "H", "H", "H", "H", "H"], "xyz": [[-1.923, -1.126, -0.238], [1.876, -1.449, -0.688], [-1.035, 1.539, 0.047], [0.805, 0.361, 0.846], [0.230, 1.578, 0.656], [-2.251, -0.494, -0.885], [-1.548, 0.718, 0.311], [-1.555, 2.366, -0.169], [-1.745, -2.029, -0.527], [2.134, -1.609, -1.602], [2.227, -2.237, -0.245], [0.423, -0.471, 0.447], [0.635, 2.568, 0.828], [1.728, 0.286, 1.220]], "mulliken_spin": [0.01, 0.00, 0.09, 0.16, 0.75, 0.00, 0.00, -0.01, 0.00, 0.00, 0.00, -0.02, 0.02, -0.01], "multiplicity": 2, "s2": 0.753}

=====

Short version: run two is the least stable of them.

=====

Run one
{"formula": "C2H2NO3S", "method": "wB97M-V/def2-TZVPD", "species": ["S", "O", "O", "O", "N", "C", "C", "H", "H"], "xyz": [[-4.513, -0.880, 0.527], [-4.207, 1.404, -0.874], [-2.065, 0.066, -0.670], [-1.661, 1.266, 1.131], [-1.207, 0.576, 0.197], [-4.134, 0.335, -0.369], [0.002, 0.065, 0.158], [0.245, -0.471, -0.786], [0.627, 0.700, 0.839]], "nbo_charge": [-0.12, -0.52, -0.62, -0.57, 0.40, 0.49, -0.45, 0.19, 0.18], "total_charge": -1}

=====

Run two
{"formula": "C2H2NO3S", "method": "wB97M-V/def2-TZVPD", "species": ["S", "O", "O", "O", "N", "C", "C", "H", "H"], "xyz": [[-0.888, 1.437, 0.300], [-1.050, 1.283, 1.752], [0.201, 2.390, -0.185], [-2.136, 1.497, -0.500], [0.633, -1.974, -0.616], [0.912, -3.022, -1.061], [0.496, -0.727, -0.015], [0.836, -0.845, 0.962], [0.997, -0.039, -0.638]], "nbo_charge": [2.24, -0.93, -0.94, -0.93, -0.50, 0.15, -0.48, 0.19, 0.20], "total_charge": -1}

=====

Run three
{"formula": "C2H2NO3S", "method": "wB97M-V/def2-TZVPD", "species": ["S", "O", "O", "O", "N", "C", "C", "H", "H"], "xyz": [[-1.591, 1.822, -0.169], [0.040, -1.737, 0.069], [-2.107, -1.134, -0.257], [1.887, -0.174, 0.113], [0.951, 0.841, 0.014], [-0.943, -0.892, -0.052], [-0.587, 0.573, -0.037], [1.175, 1.821, 0.163], [1.176, -1.119, 0.156]], "nbo_charge": [-0.16, -0.75, -0.63, -0.63, -0.30, 0.69, -0.08, 0.37, 0.49], "total_charge": -1}

=====

Short version: run one is the least stable of them.

=====

Run one
{"formula": "C4H6N4", "method": "wB97M-V/def2-TZVPD", "species": ["N", "N", "N", "N", "C", "C", "C", "C", "H", "H", "H", "H", "H", "H"], "xyz": [[-0.097, -0.215, -0.278], [-0.040, -1.668, 1.570], [-0.084, -0.465, 2.275], [0.255, 0.944, 0.474], [0.282, 0.714, 1.724], [-0.119, -1.507, 0.318], [-0.053, 1.219, -2.267], [-0.202, 0.028, -1.639], [-0.263, 1.115, -3.373], [0.271, 2.076, -1.825], [0.506, 1.465, 2.461], [-0.341, -0.853, -2.254], [-0.262, -2.282, -0.443], [0.148, -0.573, 3.256]], "nbo_charge": [-0.33, -0.30, -0.48, -0.31, 0.25, 0.25, -0.49, 0.00, 0.20, 0.21, 0.19, 0.19, 0.20, 0.39]}

=====

Run two
{"formula": "C4H6N4", "method": "wB97M-V/def2-TZVPD", "species": ["N", "N", "N", "N", "C", "C", "C", "C", "H", "H", "H", "H", "H", "H"], "xyz": [[0.887, -0.030, 1.421], [-0.499, 0.014, -0.404], [-0.444, -0.427, 1.824], [0.548, 1.001, -2.071], [0.769, 0.415, 0.097], [-0.559, 0.392, -1.695], [1.376, 1.036, -0.967], [-1.036, -0.929, 0.522], [1.464, -0.922, 1.573], [-0.857, 0.447, 2.200], [-0.607, -2.061, 0.419], [-1.313, 0.335, -2.389], [2.355, 1.566, -1.084], [-2.083, -0.838, 0.553]], "nbo_charge": [-0.47, -0.39, -0.45, -0.44, 0.21, 0.16, -0.12, -0.05, 0.37, 0.36, 0.19, 0.20, 0.22, 0.21]}

=====

Short version: run one is the least stable of them.

=====

Run one
{"formula": "C4H6N4", "method": "wB97M-V/def2-TZVPD", "species": ["N", "N", "N", "N", "C", "C", "C", "C", "H", "H", "H", "H", "H", "H"], "xyz": [[2.160, 0.329, -1.804], [1.948, 0.048, -0.449], [1.007, 0.294, -2.290], [-0.165, -0.111, -1.476], [-1.113, 0.625, 1.131], [0.162, -0.272, 1.090], [-1.244, -0.917, 1.091], [0.518, -0.094, -0.278], [0.872, 0.294, -3.433], [-1.499, -1.342, 0.032], [-1.484, -1.347, 2.007], [1.039, -0.402, 1.785], [-1.207, 1.674, 0.455], [-0.993, 1.221, 2.140]], "nbo_charge": [0.01, -0.34, -0.17, -0.34, -0.44, -0.32, -0.38, 0.31, 0.42, 0.26, 0.23, 0.27, 0.26, 0.23]}

=====

Run two
{"formula": "C4H6N4", "method": "wB97M-V/def2-TZVPD", "species": ["N", "N", "N", "N", "C", "C", "C", "C", "H", "H", "H", "H", "H", "H"], "xyz": [[-0.995, 0.023, -0.249], [-1.964, -0.669, -0.787], [3.520, 1.411, -0.663], [-3.017, 0.069, -0.934], [0.330, -0.440, -0.153], [1.398, 0.542, 0.385], [2.553, 0.986, -0.189], [1.145, -0.765, 1.145], [-3.985, -0.229, -1.014], [0.577, -1.173, -0.929], [-3.082, 1.002, -0.455], [0.625, -0.721, 2.123], [2.031, -1.515, 1.045], [0.863, 1.478, 0.674]], "nbo_charge": [-0.33, 0.04, -0.31, -0.57, -0.05, -0.38, 0.28, -0.39, 0.39, 0.22, 0.36, 0.24, 0.24, 0.27]}

=====

Run three
{"formula": "C4H6N4", "method": "wB97M-V/def2-TZVPD", "species": ["N", "N", "N", "N", "C", "C", "C", "C", "H", "H", "H", "H", "H", "H"], "xyz": [[2.444, -0.194, 0.162], [-0.936, -1.307, -0.645], [0.041, 0.616, -0.137], [0.578, -1.415, -0.722], [-1.058, -0.091, -0.307], [1.049, -0.396, -0.157], [-0.570, 1.585, 0.731], [-1.905, 0.593, 0.688], [-0.400, 2.567, 0.526], [3.280, -0.477, -1.029], [-2.110, 0.042, 1.735], [2.510, 1.014, 0.363], [-2.869, 1.081, 0.204], [-0.401, 1.714, 1.853]], "nbo_charge": [-0.80, -0.26, -0.41, -0.30, 0.32, 0.45, -0.22, -0.43, 0.21, 0.39, 0.25, 0.37, 0.23, 0.20]}

=====

Short version: run three is the least stable of them.